ORCA calculation (wB97M-V/def2-TZVPD) on a 14-piece molecular cluster, C24H76O26 overall at a distorted geometry.

Element x y z (Å)
H  -3.1627  -18.7720  5.0443
C  -0.6497  -27.6093  5.7220
H  4.5565  -22.4638  6.1941
O  1.3611  -21.6789  6.3822
O  1.7438  -21.8487  12.8796
H  -4.3830  -19.9881  3.5316
H  3.5614  -20.9943  8.8361
C  -3.7777  -21.3498  9.9012
H  4.5488  -19.5694  5.8152
H  0.5221  -21.4812  5.9596
H  0.8173  -25.3669  6.9390
O  -3.4295  -20.0935  3.4960
C  2.5099  -19.7425  3.6018
H  1.1191  -18.4397  7.0222
H  -1.0247  -28.5703  5.3700
C  4.4468  -17.2820  11.4342
H  7.0106  -19.6059  6.5555
H  6.1943  -16.5583  8.0411
H  -2.7125  -23.7150  6.8294
O  7.7281  -22.5980  10.6653
O  3.5655  -19.5598  11.4949
H  4.3070  -16.3078  10.9656
H  1.9833  -21.0129  13.2867
H  1.3933  -19.6424  8.7972
C  0.6861  -16.6563  8.2926
H  -0.4671  -18.2338  7.4838
C  2.1397  -22.3014  8.4562
H  -1.3601  -27.1629  6.4178
H  -1.0491  -26.5127  3.9216
H  -2.0417  -22.5616  6.1141
C  0.1229  -23.0682  11.8001
H  4.5267  -17.1556  12.5139
O  0.4939  -28.0345  6.5539
H  -4.0922  -22.5402  7.9489
O  0.7774  -18.9343  8.9994
C  0.5389  -18.1174  7.8869
H  -1.0369  -19.8293  5.9599
H  -3.6284  -22.3532  10.2997
H  6.1521  -20.5776  8.9374
H  3.2926  -27.7558  9.2227
O  5.6403  -17.7800  10.9259
H  4.4724  -22.5847  9.8795
C  0.7749  -21.6108  11.9690
H  -0.0840  -16.0056  7.8784
O  -5.0184  -22.3788  8.1431
H  1.5325  -18.5362  2.5595
H  -5.9021  -21.6230  9.8468
H  3.8111  -27.0790  10.7885
C  5.0542  -19.3330  6.7516
H  -1.7398  -21.8086  4.0520
O  -0.7344  -23.4256  12.8976
H  0.0963  -21.7344  8.0112
H  0.0722  -20.8419  12.2903
H  5.3102  -22.1893  3.7184
H  0.6679  -27.0314  4.2101
H  3.1986  -25.7557  8.1371
H  6.1274  -23.6748  11.3593
O  1.9494  -16.1282  7.9473
H  -3.7713  -20.5784  10.6713
H  -0.9062  -19.5653  4.3259
H  1.9719  -22.9139  9.3420
H  5.5661  -25.8623  9.7093
C  6.3527  -22.6740  10.9910
C  5.5067  -23.1063  4.2739
C  4.9348  -26.3447  8.9630
H  6.0461  -22.0026  11.7931
H  2.4057  -20.1194  4.6193
C  -2.9476  -19.8158  4.8157
H  3.3959  -18.3700  9.8816
C  -1.4668  -20.1867  5.0242
H  4.6340  -24.3203  3.0256
C  -5.0859  -21.4245  9.1521
H  3.0183  -22.6767  7.9315
H  1.0927  -21.1094  11.0549
O  1.5560  -18.7401  3.4974
O  -1.2339  -21.5751  4.8336
H  -3.6165  -20.3212  5.5123
H  1.3796  -21.5742  3.1949
C  4.5236  -23.2632  5.4539
H  0.8870  -27.2342  6.9095
H  0.6230  -25.5626  8.4276
H  5.5568  -28.1458  10.6748
H  6.5056  -22.9231  4.6698
C  -0.2535  -26.6536  4.6532
O  5.5069  -20.9357  9.5515
O  -2.6851  -20.9604  9.0460
H  6.1525  -17.4567  6.1808
O  3.1243  -23.1843  5.1023
H  -0.5517  -22.9038  10.9600
C  4.1391  -27.3696  9.7905
H  4.1749  -20.0282  10.9198
H  0.6568  -25.0296  4.5325
O  5.8170  -17.4357  8.1379
H  0.4615  -23.2210  7.2092
H  4.2970  -19.5520  7.5044
O  5.0086  -28.4878  9.9648
C  2.2291  -21.0207  2.7946
H  -5.3186  -20.4311  8.7685
O  1.2545  -25.7019  7.7219
O  2.1374  -21.0424  1.3603
H  5.9028  -22.7621  8.8333
H  2.7172  -22.5949  5.7414
O  0.0212  -25.3339  5.1844
O  4.0569  -25.3896  8.3627
C  0.9188  -22.3021  7.5760
O  2.6079  -21.0240  8.7294
H  1.5246  -20.3416  1.1255
H  4.5794  -24.2102  5.9907
H  2.3498  -17.8934  11.2032
H  0.8534  -23.8484  11.5861
H  4.4400  -17.3178  6.5650
C  5.3570  -17.8527  6.8121
O  5.4965  -24.2641  3.4434
H  7.9490  -21.6701  10.5573
H  -2.3896  -21.6867  8.4921
H  -0.1432  -23.4673  13.6527
O  -2.4985  -22.7869  6.9246
C  3.3432  -18.2743  10.9661
H  5.6695  -17.7262  9.9679
H  3.0697  -21.6796  3.0120
H  5.5615  -26.8877  8.2556
O  6.2506  -20.0771  6.9048
H  2.3128  -15.7073  8.7299
C  5.5251  -22.3286  9.7593
H  3.4805  -19.3563  3.2908
H  0.5758  -16.5279  9.3693

Molecular weight ... 780.846 g/mol
Energy above the lowest of the compared OMol25 structures with the same formula, charge and spin ... 155.4 kJ/mol
DFT total energy ... -2915.9918 a.u.

Results of the Löwdin charge analysis, in e, for atoms 1 through 2: atom 1 (H): 0.12, atom 2 (C): -0.21